Entry 1:
{"formula": "C10H22BCl8FI", "method": "wB97M-V/def2-TZVPD", "homo_lumo_gap_ev": 6.472, "e_lumo_ev": 1.987, "charge": -1, "molar_mass_g_mol": 582.62, "e_homo_ev": -4.5, "symbols": ["C", "C", "F", "B", "I", "H", "H", "H", "H", "H", "H", "Cl", "C", "C", "Cl", "H", "H", "H", "H", "Cl", "C", "C", "Cl", "H", "H", "H", "H", "Cl", "C", "C", "Cl", "H", "H", "H", "H", "Cl", "C", "C", "Cl", "H", "H", "H", "H"], "coordinates": [[0.916, 3.710, 0.542], [1.966, 2.627, 0.616], [1.669, 1.843, 1.809], [2.051, 1.618, -0.637], [3.861, 2.285, -2.009], [0.677, 4.119, 1.526], [-0.006, 3.351, 0.083], [1.279, 4.529, -0.081], [2.930, 3.086, 0.845], [1.095, 1.700, -1.375], [2.319, 0.490, -0.308], [-0.450, -0.892, 0.601], [-1.104, -2.523, 0.360], [-0.105, -3.454, -0.285], [0.204, -3.026, -1.996], [-2.001, -2.445, -0.251], [-1.370, -2.926, 1.337], [-0.513, -4.460, -0.305], [0.849, -3.429, 0.234], [0.080, 3.754, 4.458], [1.511, 2.745, 4.806], [1.261, 1.764, 5.917], [1.069, 2.548, 7.522], [2.332, 3.417, 5.041], [1.727, 2.211, 3.882], [2.113, 1.093, 6.003], [0.356, 1.191, 5.739], [-2.130, -6.639, -0.197], [-1.904, -6.652, -1.970], [-1.023, -7.793, -2.415], [0.657, -7.601, -1.854], [-1.471, -5.691, -2.242], [-2.890, -6.754, -2.417], [-0.999, -7.820, -3.503], [-1.388, -8.742, -2.032], [-2.182, 5.391, -1.836], [-2.223, 4.648, -3.460], [-1.331, 3.435, -3.565], [0.391, 3.834, -3.464], [-1.919, 5.414, -4.168], [-3.256, 4.360, -3.647], [-1.507, 2.963, -4.532], [-1.544, 2.721, -2.772]], "forces_ev_per_angstrom": [[-0.164, 0.133, -0.094], [0.194, 0.010, 0.192], [-0.119, 0.010, -0.025], [-0.180, -0.153, -0.156], [-0.067, 0.057, 0.042], [0.086, 0.002, 0.063], [-0.039, -0.095, 0.041], [0.054, -0.019, -0.099], [0.074, -0.027, 0.068], [0.057, -0.066, -0.002], [0.096, 0.078, -0.034], [0.017, 0.015, -0.002], [0.004, -0.053, -0.013], [-0.086, 0.092, -0.149], [-0.014, 0.004, 0.002], [-0.011, 0.008, 0.019], [-0.012, 0.015, 0.002], [0.094, -0.066, 0.165], [0.012, -0.035, -0.019], [-0.051, 0.045, 0.129], [0.005, 0.065, -0.107], [-0.030, -0.013, 0.044], [0.016, 0.002, -0.051], [-0.006, -0.007, 0.023], [0.030, -0.015, -0.044], [-0.012, -0.019, -0.004], [0.015, -0.018, -0.013], [-0.081, -0.065, -0.009], [0.101, 0.070, 0.051], [-0.021, 0.022, 0.026], [0.003, 0.007, -0.003], [-0.019, -0.004, -0.043], [-0.005, 0.018, 0.002], [0.012, -0.015, 0.000], [-0.005, -0.007, -0.022], [-0.002, -0.010, 0.003], [0.051, 0.003, -0.002], [-0.052, -0.018, 0.084], [0.057, 0.082, -0.054], [-0.021, 0.000, -0.007], [-0.006, 0.012, -0.009], [0.021, -0.033, 0.012], [0.002, -0.013, -0.007]], "mulliken_charge": [-0.832, 0.136, -0.370, 0.211, -0.436, 0.216, 0.170, 0.290, 0.078, -0.256, -0.191, -0.075, -0.529, -0.007, -0.204, 0.301, 0.292, -0.153, 0.355, -0.212, -0.108, -0.453, -0.221, 0.320, 0.049, 0.318, 0.324, -0.204, -0.341, -0.407, -0.175, 0.188, 0.344, 0.293, 0.309, -0.181, -0.421, -0.511, -0.137, 0.302, 0.289, 0.339, 0.299]}



Entry 2:
{"formula": "C5H11BrN", "method": "wB97M-V/def2-TZVPD", "homo_lumo_gap_ev": [8.123, 7.912], "e_lumo_ev": [-5.530, -5.041], "charge": 1, "molar_mass_g_mol": 165.05, "e_homo_ev": [-13.7, -13.0], "symbols": ["C", "C", "C", "C", "C", "N", "Br", "H", "H", "H", "H", "H", "H", "H", "H", "H", "H", "H"], "coordinates": [[-1.492, -1.543, -1.926], [-0.617, 0.446, -0.960], [1.342, -0.614, 0.062], [-0.705, -0.252, 1.286], [0.674, 1.628, 0.673], [0.192, 0.295, 0.244], [0.148, 1.306, -2.389], [-2.051, -1.257, -2.801], [-1.971, -2.207, -1.215], [1.866, -0.727, 1.011], [0.991, -1.588, -0.276], [2.033, -0.214, -0.679], [-1.005, -1.261, 1.017], [-0.196, -0.269, 2.247], [-1.595, 0.369, 1.362], [-0.171, 2.302, 0.790], [1.200, 1.543, 1.621], [1.356, 2.043, -0.067]], "forces_ev_per_angstrom": [[1.061, 2.438, 1.918], [-1.706, -3.131, -2.388], [0.852, -0.722, -0.260], [-0.668, -0.341, 0.712], [0.379, 1.045, 0.331], [-0.005, 0.008, 0.090], [0.139, 0.284, -0.073], [0.098, 0.408, -0.316], [0.145, 0.017, 0.198], [-0.126, 0.101, 0.018], [-0.124, 0.123, 0.026], [-0.162, 0.123, 0.029], [0.084, 0.035, -0.113], [0.158, 0.032, -0.098], [0.081, 0.058, -0.083], [-0.061, -0.101, -0.019], [-0.069, -0.199, 0.027], [-0.077, -0.179, 0.002]], "mulliken_charge": [-0.460, -0.189, -0.845, -0.823, -0.943, -0.021, 0.063, 0.372, 0.297, 0.398, 0.381, 0.390, 0.354, 0.402, 0.387, 0.389, 0.402, 0.448]}



Entry 3:
{"formula": "C23H35AuBrN4Si2", "method": "wB97M-V/def2-TZVPD", "homo_lumo_gap_ev": 6.353, "e_lumo_ev": -3.775, "charge": 1, "molar_mass_g_mol": 700.60, "e_homo_ev": -10.1, "symbols": ["Au", "C", "Si", "C", "C", "C", "C", "C", "C", "C", "Si", "C", "C", "H", "H", "H", "H", "H", "H", "H", "H", "H", "H", "H", "H", "H", "H", "H", "H", "C", "C", "C", "C", "C", "Br", "N", "C", "H", "H", "H", "H", "H", "H", "C", "C", "N", "C", "N", "C", "C", "C", "N", "C", "H", "H", "H", "H", "H", "H", "H", "H", "H", "H", "H", "H", "H"], "coordinates": [[-0.016, -0.024, 0.176], [1.694, -0.280, 3.516], [-0.008, -0.040, 2.676], [-0.773, 1.575, 3.355], [-1.138, -1.556, 2.961], [-1.393, -1.893, 4.288], [-2.165, -2.989, 4.624], [-2.710, -3.770, 3.621], [-2.480, -3.437, 2.300], [-1.696, -2.342, 1.947], [-1.474, -2.064, 0.062], [-0.451, -3.443, -0.770], [-3.165, -2.006, -0.835], [1.555, -0.404, 4.587], [2.343, 0.581, 3.372], [2.207, -1.164, 3.148], [-0.752, 1.587, 4.442], [-1.805, 1.686, 3.042], [-0.222, 2.442, 3.006], [-0.971, -1.288, 5.076], [-2.336, -3.234, 5.661], [-3.306, -4.635, 3.864], [-2.912, -4.046, 1.522], [-0.997, -4.383, -0.738], [0.503, -3.594, -0.277], [-0.266, -3.207, -1.813], [-3.498, -3.019, -1.042], [-3.100, -1.484, -1.787], [-3.926, -1.528, -0.226], [5.792, -0.016, 0.226], [4.558, -0.053, -0.615], [4.618, 0.017, -2.014], [3.437, 0.015, -2.746], [2.244, -0.062, -2.061], [0.591, 0.031, -2.990], [2.157, -0.151, -0.727], [3.308, -0.140, -0.036], [6.681, -0.010, -0.397], [5.834, -0.878, 0.893], [5.808, 0.875, 0.853], [5.567, 0.088, -2.524], [3.448, 0.079, -3.821], [3.192, -0.185, 1.034], [0.560, 5.323, -0.915], [1.329, 4.240, -0.173], [0.557, 3.025, -0.248], [-0.795, 2.978, -0.203], [-1.352, 1.802, -0.076], [-2.787, 1.672, -0.031], [-3.458, 2.772, -0.843], [-2.943, 4.111, -0.335], [-1.491, 4.125, -0.351], [-0.838, 5.420, -0.321], [0.484, 5.045, -1.969], [1.074, 6.279, -0.835], [1.501, 4.534, 0.873], [2.301, 4.061, -0.640], [1.017, 2.146, -0.058], [-3.130, 1.715, 1.013], [-3.044, 0.686, -0.422], [-4.539, 2.717, -0.729], [-3.210, 2.651, -1.899], [-3.306, 4.304, 0.684], [-3.304, 4.916, -0.982], [-0.794, 5.795, 0.710], [-1.442, 6.119, -0.904]], "forces_ev_per_angstrom": [[-0.689, -0.681, 0.386], [-0.475, 0.123, -0.770], [-0.965, -1.157, -0.221], [0.314, -0.552, -0.631], [0.379, 0.506, -0.011], [0.090, 0.040, 0.023], [-0.062, -0.093, 0.056], [-0.020, -0.040, 0.090], [0.004, 0.016, 0.010], [-0.077, -0.068, -0.751], [0.658, -0.207, 1.339], [-0.328, 0.607, 0.336], [0.741, 0.417, 0.367], [-0.189, 0.012, 0.151], [0.083, 0.169, -0.015], [0.014, -0.151, -0.071], [0.116, -0.165, 0.163], [-0.181, -0.054, -0.126], [0.144, 0.194, -0.062], [0.061, 0.086, 0.241], [-0.035, -0.019, 0.124], [-0.100, -0.113, 0.060], [-0.147, -0.196, -0.125], [-0.190, -0.148, 0.022], [0.155, 0.060, 0.128], [0.030, 0.066, -0.224], [0.101, -0.243, 0.002], [0.000, 0.061, -0.142], [-0.071, 0.136, 0.101], [0.065, -0.046, 0.184], [0.260, 0.023, -0.726], [-0.626, -0.030, 0.550], [0.299, -0.061, -0.065], [-0.148, -0.002, 0.807], [0.072, -0.103, 0.181], [0.655, 0.653, -0.991], [-0.552, -0.023, -0.220], [0.087, -0.023, 0.026], [0.059, -0.024, -0.026], [0.028, 0.064, 0.013], [0.115, -0.011, -0.020], [-0.031, 0.006, -0.105], [0.033, -0.076, 0.259], [0.029, -0.075, 0.216], [0.103, 0.325, -0.075], [0.480, 0.000, 0.028], [-0.869, -0.621, -0.133], [0.828, 0.562, -0.189], [-0.131, 0.117, -0.027], [0.087, -0.070, 0.328], [-0.301, -0.191, -0.051], [0.084, 0.307, -0.145], [0.242, 0.225, -0.060], [0.035, 0.078, 0.015], [-0.028, 0.009, -0.020], [0.024, 0.059, -0.125], [-0.079, 0.041, 0.060], [-0.033, 0.190, -0.047], [-0.079, -0.062, -0.102], [-0.084, 0.053, 0.061], [-0.055, 0.060, -0.055], [-0.016, 0.038, -0.001], [-0.053, 0.001, -0.125], [0.116, 0.008, 0.117], [0.014, 0.068, -0.072], [0.007, -0.072, 0.085]], "mulliken_charge": [1.119, -1.288, 0.367, -1.147, 0.465, -0.497, -0.776, -0.789, -0.492, 0.465, 0.260, -1.132, -1.370, 0.430, 0.361, 0.360, 0.464, 0.266, 0.327, 0.344, 0.407, 0.415, 0.363, 0.389, 0.313, 0.342, 0.408, 0.391, 0.396, -1.343, 0.723, -0.434, -0.632, 0.298, -0.117, -0.513, -0.589, 0.369, 0.347, 0.320, 0.406, 0.452, 0.503, -0.700, -0.650, 0.430, 0.503, -0.307, -0.365, -0.840, -0.674, 0.164, -0.603, 0.291, 0.391, 0.333, 0.379, -0.376, 0.231, -0.184, 0.404, 0.312, 0.265, 0.420, 0.255, 0.369]}



Entry 4:
{"formula": "C4H8OS2", "method": "wB97M-V/def2-TZVPD", "homo_lumo_gap_ev": 9.511, "smiles": "C=CCCSSO", "e_lumo_ev": 0.728, "molar_mass_g_mol": 136.24, "e_homo_ev": -8.8, "symbols": ["C", "C", "C", "C", "S", "S", "O", "H", "H", "H", "H", "H", "H", "H", "H"], "coordinates": [[1.026, 1.435, 0.346], [0.773, 0.374, -0.444], [0.781, -0.953, 0.046], [-0.409, -1.826, -0.243], [-1.956, -1.033, 0.388], [-2.266, 0.742, -0.572], [-1.812, 1.909, 0.506], [1.386, 1.282, 1.355], [1.115, 2.436, -0.033], [0.639, 0.613, -1.445], [0.987, -1.079, 1.038], [1.723, -1.360, -0.397], [-0.619, -1.999, -1.253], [-0.521, -2.735, 0.168], [-0.848, 2.193, 0.541]], "forces_ev_per_angstrom": [[0.798, -0.919, -0.290], [0.180, 3.690, 1.924], [1.331, -3.326, -1.940], [-1.138, 3.987, -1.042], [-0.398, 0.124, 0.053], [0.740, -0.004, 0.631], [0.177, 0.571, 0.200], [-0.422, 0.039, 0.279], [0.072, 0.284, -0.317], [-0.520, -0.148, -1.908], [0.385, 0.517, 2.941], [-0.617, -0.463, -0.159], [0.084, 0.044, -1.803], [0.483, -3.259, 2.036], [-1.155, -1.136, -0.604]], "mulliken_charge": [-1.142, -0.072, -0.509, -0.955, -0.059, 0.061, -0.480, 0.277, 0.499, 0.416, 0.335, 0.328, 0.362, 0.520, 0.420]}



Entry 5:
{"formula": "CH8BCl2MgO", "method": "wB97M-V/def2-TZVPD", "homo_lumo_gap_ev": 8.762, "e_lumo_ev": 3.051, "charge": -1, "molar_mass_g_mol": 142.10, "e_homo_ev": -5.7, "symbols": ["Mg", "Cl", "Cl", "B", "H", "H", "H", "H", "C", "O", "H", "H", "H", "H"], "coordinates": [[0.390, 0.389, -0.984], [-0.907, 1.095, -2.764], [1.903, 1.851, -0.169], [0.894, -1.732, -1.064], [1.569, -0.847, -1.528], [1.122, -2.724, -1.705], [1.134, -1.824, 0.128], [-0.257, -1.383, -1.135], [-0.882, 1.155, 1.744], [-0.941, 0.304, 0.606], [-0.489, 2.113, 1.414], [-1.882, 1.327, 2.148], [-0.206, 0.765, 2.505], [-1.447, -0.489, 0.803]], "forces_ev_per_angstrom": [[-0.577, 0.860, -0.324], [-0.120, 0.155, -0.049], [0.283, 0.434, 0.347], [0.298, -0.962, 0.372], [0.720, -0.128, -0.341], [-0.151, -0.062, 0.051], [0.184, -0.048, 0.010], [-0.603, -0.434, -0.291], [-0.080, 0.416, 0.098], [-0.169, 0.182, 0.259], [0.083, -0.063, -0.094], [0.000, -0.140, 0.074], [-0.050, -0.121, 0.033], [0.183, -0.090, -0.144]], "mulliken_charge": [0.508, -0.716, -0.676, 0.243, -0.041, -0.190, -0.220, -0.098, -0.612, -0.304, 0.242, 0.290, 0.300, 0.276]}